{"formula": "C55H59N5O3PTc", "method": "ωB97M-V with the def2-TZVPD basis set", "symbols": ["Tc", "C", "O", "C", "C", "C", "C", "C", "C", "N", "C", "N", "C", "C", "C", "C", "C", "C", "O", "C", "N", "C", "C", "C", "C", "C", "C", "O", "C", "H", "H", "H", "H", "H", "H", "H", "H", "H", "H", "H", "H", "H", "H", "H", "H", "H", "H", "H", "H", "H", "H", "C", "C", "C", "C", "C", "C", "N", "N", "C", "C", "C", "C", "C", "C", "H", "H", "H", "H", "H", "H", "H", "H", "H", "C", "C", "C", "C", "P", "C", "C", "C", "C", "C", "C", "C", "C", "C", "C", "H", "H", "H", "H", "H", "H", "H", "H", "H", "H", "H", "H", "H", "H", "H", "H", "H", "H", "H", "H", "H", "H", "H", "C", "C", "C", "C", "C", "C", "C", "H", "H", "H", "H", "H"], "positions_angstrom": [[0.240, -0.649, -0.042], [4.270, -4.378, 1.902], [4.293, -2.987, 1.595], [5.297, -2.248, 2.141], [6.290, -2.749, 2.973], [7.283, -1.903, 3.449], [7.300, -0.558, 3.114], [6.298, -0.050, 2.303], [5.302, -0.884, 1.823], [4.290, -0.380, 0.953], [2.996, -0.322, 1.291], [2.572, -0.661, 2.492], [1.226, -0.573, 2.938], [0.112, -0.477, 2.104], [-1.108, -0.217, 2.739], [-1.215, -0.106, 4.113], [-0.107, -0.277, 4.931], [1.119, -0.505, 4.339], [2.293, -0.653, 5.009], [2.279, -0.472, 6.425], [2.105, 0.100, 0.385], [2.171, -0.288, -0.936], [2.227, -1.666, -1.170], [2.297, -2.274, -2.493], [3.070, -1.775, -3.464], [3.829, 0.697, -4.140], [3.482, 0.675, -2.683], [4.394, 1.263, -1.795], [4.467, 2.688, -1.927], [3.413, -4.787, 1.374], [4.151, -4.541, 2.975], [5.177, -4.872, 1.552], [6.307, -3.795, 3.241], [8.055, -2.310, 4.088], [8.080, 0.090, 3.485], [6.279, 1.000, 2.037], [4.557, 0.140, 0.122], [3.260, -0.819, 3.220], [-1.997, -0.056, 2.152], [-2.177, 0.111, 4.558], [-0.203, -0.211, 6.005], [3.311, -0.562, 6.747], [1.677, -1.242, 6.908], [1.898, 0.517, 6.682], [2.462, -2.303, -0.323], [1.807, -3.231, -2.631], [3.157, -2.335, -4.389], [4.802, 1.135, -4.322], [5.003, 3.061, -1.058], [3.470, 3.137, -1.956], [5.011, 2.960, -2.832], [2.910, 0.829, -5.280], [3.955, -0.591, -3.308], [2.088, 0.707, -2.079], [0.874, 0.391, -2.908], [0.669, 0.408, -4.228], [1.581, 0.699, -5.315], [-0.196, -0.018, -2.043], [-1.368, 0.036, -2.467], [-2.305, -0.468, -1.582], [-3.629, -0.530, -2.013], [-4.575, -1.094, -1.179], [-4.175, -1.604, 0.050], [-2.848, -1.526, 0.470], [-1.880, -0.909, -0.313], [3.407, 1.023, -6.224], [4.985, -0.858, -3.093], [1.934, 1.700, -1.643], [-0.339, 0.155, -4.534], [1.108, 0.784, -6.285], [-3.884, -0.147, -2.992], [-5.609, -1.158, -1.487], [-4.903, -2.080, 0.694], [-2.585, -1.955, 1.428], [-2.855, 2.782, -0.237], [-1.858, 3.579, 0.613], [-2.153, 3.261, 2.082], [-2.078, 5.069, 0.345], [-0.137, 2.949, 0.148], [0.161, 3.847, -1.434], [0.873, 5.043, -1.574], [1.012, 5.658, -2.809], [0.425, 5.107, -3.939], [-0.314, 3.942, -3.817], [-0.440, 3.324, -2.581], [1.131, 3.644, 1.370], [2.532, 3.416, 0.780], [1.068, 2.782, 2.638], [0.971, 5.108, 1.796], [-3.869, 3.081, 0.037], [-2.761, 1.710, -0.057], [-2.736, 2.975, -1.304], [-3.212, 3.448, 2.275], [-1.584, 3.890, 2.766], [-1.948, 2.216, 2.321], [-3.135, 5.298, 0.502], [-1.834, 5.339, -0.683], [-1.505, 5.704, 1.016], [1.314, 5.526, -0.716], [1.567, 6.584, -2.883], [0.527, 5.594, -4.900], [-0.802, 3.513, -4.684], [-1.045, 2.432, -2.508], [2.655, 2.378, 0.456], [3.273, 3.610, 1.561], [2.762, 4.065, -0.060], [1.326, 1.753, 2.408], [0.090, 2.785, 3.116], [1.795, 3.166, 3.360], [0.893, 5.811, 0.970], [1.844, 5.390, 2.389], [0.096, 5.245, 2.429], [0.027, -2.339, 0.084], [-0.192, -3.730, 0.185], [-0.864, -4.406, -0.844], [-1.078, -5.765, -0.726], [-0.630, -6.442, 0.406], [0.030, -5.770, 1.431], [0.252, -4.411, 1.329], [-1.219, -3.856, -1.706], [-1.597, -6.302, -1.507], [-0.805, -7.506, 0.493], [0.359, -6.311, 2.308], [0.747, -3.859, 2.119]], "forces_ev_per_a": [[-0.2, 0.4, -0.1], [0.0, 0.0, 0.0], [0.0, 0.0, 0.0], [0.0, 0.0, 0.0], [0.0, 0.0, 0.0], [0.0, 0.0, 0.0], [0.0, 0.0, 0.0], [0.0, 0.0, 0.0], [0.0, 0.0, 0.0], [0.0, 0.2, 0.1], [-0.1, -0.3, 0.0], [0.0, -0.1, 0.0], [0.0, 0.0, 0.0], [0.0, -0.1, 0.0], [0.0, 0.0, 0.0], [0.0, 0.0, 0.0], [0.0, 0.0, 0.0], [0.0, 0.0, 0.0], [0.0, 0.0, 0.0], [0.0, 0.0, 0.0], [0.3, 0.3, 0.0], [-0.2, 0.0, 0.1], [-0.1, 0.0, 0.1], [0.0, 0.0, -0.1], [0.0, 0.0, 0.0], [0.0, 0.0, 0.0], [0.0, 0.0, 0.0], [0.0, 0.0, 0.0], [0.0, 0.0, 0.0], [0.0, 0.0, 0.0], [0.0, 0.0, 0.0], [0.0, 0.0, 0.0], [0.0, 0.0, 0.0], [0.0, 0.0, 0.0], [0.0, 0.0, 0.0], [0.0, 0.0, 0.0], [0.0, -0.1, -0.1], [0.0, 0.0, 0.0], [0.0, 0.0, 0.0], [0.0, 0.0, 0.0], [0.0, 0.0, 0.0], [0.0, 0.0, 0.0], [0.0, 0.0, 0.0], [0.0, 0.0, 0.0], [0.1, 0.0, 0.0], [0.0, 0.0, 0.0], [0.0, 0.0, 0.0], [0.0, 0.0, 0.0], [0.0, 0.0, 0.0], [0.0, 0.0, 0.0], [0.0, 0.0, 0.0], [0.0, 0.0, 0.0], [0.0, 0.0, 0.0], [0.0, 0.0, 0.0], [0.0, 0.0, -0.1], [0.0, 0.1, 0.1], [0.0, 0.0, 0.0], [-0.1, 0.0, 0.1], [0.1, 0.0, -0.1], [0.0, 0.0, 0.1], [0.0, 0.0, 0.0], [0.0, 0.0, 0.0], [0.0, 0.0, 0.0], [0.0, 0.0, 0.0], [0.0, -0.1, -0.1], [0.0, 0.0, 0.0], [0.0, 0.0, 0.0], [0.0, 0.0, 0.0], [0.0, 0.0, 0.0], [0.0, 0.0, 0.0], [0.0, 0.0, 0.0], [0.0, 0.0, 0.0], [0.0, 0.0, 0.0], [0.0, 0.0, 0.0], [0.0, 0.0, 0.0], [0.0, 0.0, 0.0], [0.0, 0.0, 0.0], [0.0, 0.0, 0.0], [0.1, 0.0, 0.0], [-0.1, 0.0, 0.0], [0.1, 0.0, 0.0], [0.0, 0.0, 0.0], [0.0, 0.0, 0.0], [0.0, 0.0, 0.0], [0.0, 0.0, 0.0], [0.0, -0.1, 0.0], [0.0, 0.0, 0.0], [0.0, 0.0, 0.0], [-0.1, 0.0, 0.0], [0.0, 0.0, 0.0], [0.0, 0.0, 0.0], [0.0, 0.0, 0.0], [0.0, 0.0, 0.0], [0.0, 0.0, 0.0], [0.0, 0.0, 0.0], [0.0, 0.0, 0.0], [0.0, 0.0, 0.0], [0.0, 0.0, 0.0], [0.1, -0.1, -0.1], [0.0, 0.0, 0.0], [0.0, 0.0, 0.0], [0.0, 0.0, 0.0], [0.0, -0.1, 0.0], [0.0, 0.1, 0.0], [0.0, 0.0, 0.0], [0.0, 0.1, 0.0], [0.0, 0.0, 0.0], [0.1, 0.0, 0.0], [0.0, 0.0, 0.0], [0.0, 0.0, 0.2], [0.0, 0.0, 0.0], [0.0, 0.0, 0.0], [0.1, -0.3, -0.1], [0.0, 0.0, 0.1], [0.0, 0.0, 0.0], [0.0, 0.0, 0.0], [0.0, 0.0, 0.0], [0.0, 0.0, 0.0], [0.0, 0.0, 0.0], [0.0, 0.0, 0.0], [0.0, 0.0, 0.0], [0.0, 0.0, 0.0], [0.0, 0.0, 0.0], [0.0, 0.0, 0.0]], "e_homo_ev": -12.57, "orbital_gap_ev": 5.9940, "total_charge": 2, "spin_multiplicity": 1}